# C18H7BrCl5N3O7Tl

A structure of composition C18H7BrCl5N3O7Tl (ωB97M-V/def2-TZVPD, the OMol25 dataset).

Calculated values
spin multiplicity	1
LUMO energy	-0.2900	Eh
E_HOMO	-0.432	hartree
net charge	+1
Kohn-Sham gap	3.86	eV
energy above the lowest of the compared OMol25 structures with the same formula, charge and spin	10.9	kcal per mole
DFT total energy	-174916.2283	eV
maximum force	0.5	eV Å⁻¹

Each line ends with the Löwdin charge.
Element x y z (Å)
C -0.541 0.644 2.602  -0.0865
Br 0.305 -6.885 -2.538  0.7909
H -0.592 1.654 4.495  0.1401
C 4.603 1.725 -2.630  -0.5864
N -2.857 3.071 4.261  -0.3496
C -2.397 1.092 1.163  -0.1116
C 4.274 2.985 -3.008  -0.6961
C 3.582 0.847 -1.970  -0.3664
C 0.500 -4.395 -1.197  -0.2314
C -1.093 1.499 3.550  0.0943
O -2.536 0.092 -0.909  0.0441
H -1.541 -2.080 -0.161  0.0831
C -0.373 -5.314 -1.755  -0.6742
C 2.937 3.469 -2.763  -0.5981
H -3.215 -3.632 -1.097  0.1189
C -1.225 -3.013 -0.609  -0.1248
C -2.164 -3.881 -1.140  -0.0287
H -2.435 -5.764 -2.153  0.1151
O 1.184 -0.071 4.040  0.0830
N 0.086 -3.261 -0.635  -0.0397
C -1.209 0.431 1.412  0.0245
H -3.889 2.484 1.868  0.1359
C -2.966 1.964 2.071  0.0922
N -3.055 0.886 -0.140  -0.3417
H -0.809 -0.255 0.684  0.0598
H 1.568 -4.586 -1.208  0.0788
Cl 2.574 5.025 -3.225  0.9169
Cl 0.361 3.348 -1.907  0.7978
O 3.840 -0.269 -1.627  0.1282
Cl 6.116 1.056 -2.855  0.9084
Tl 2.298 -2.373 0.893  0.9784
C 2.203 1.418 -1.760  -0.5421
C -2.283 2.139 3.261  -0.0968
O -2.274 3.180 5.315  0.1060
Cl 5.413 4.001 -3.759  0.7923
C -1.734 -5.059 -1.727  -0.0855
C 1.912 2.693 -2.152  -0.6971
O -4.038 1.542 -0.387  0.1137
C 0.790 -0.026 2.893  -0.6180
O 1.427 -0.464 1.849  -0.3860
O -3.869 3.659 3.946  0.0950
Cl 1.124 0.425 -0.994  0.9630